Entry from the Open Molecules 2025 dataset: C33H51N3SSi2V as an isolated structure (ωB97M-V with the def2-TZVPD basis set).

Output
Gap between HOMO and LUMO (alpha / beta): 6.477 / 7.801 eV
Relative energy (zero: lowest compared OMol25 entry of this formula, charge and spin): 13.1 kcal per mole
⟨S²⟩: 3.791
Spin multiplicity: 4
HOMO energy (alpha / beta): -6.196 / -7.525 eV

Last column: Löwdin charge in e.
Geometry (Å):
1 V -0.04966 -0.58886 0.28521  0.674
2 C 1.46728 3.69255 2.94097  -0.038
3 C 1.74630 3.23793 1.53359  -0.282
4 C 2.72400 2.29164 1.25528  -0.039
5 C 2.95176 1.86444 -0.04730  -0.088
6 C 2.17860 2.35335 -1.08508  -0.110
7 C 1.20368 3.30879 -0.82223  -0.098
8 C 1.00469 3.75235 0.47177  -0.066
9 H 0.48468 3.34497 3.26871  0.060
10 H 1.46552 4.78131 3.01149  0.085
11 H 2.21082 3.30690 3.63758  0.077
12 H 3.32474 1.89527 2.06541  0.113
13 H 3.75953 1.18268 -0.25608  0.082
14 H 2.36999 2.04356 -2.10645  0.096
15 H 0.62406 3.73330 -1.63306  0.101
16 H 0.25790 4.50805 0.66980  0.098
17 C -0.08937 -0.67772 -2.72816  -0.187
18 C -1.55388 -0.29693 -2.50867  -0.173
19 N -1.83735 -0.26806 -1.07549  -0.155
20 C -3.07876 -0.89970 -0.62311  -0.263
21 C -3.02295 -2.42101 -0.57761  -0.415
22 S -1.59897 -3.03202 0.36716  0.917
23 C -0.63484 -3.87881 -0.89708  -0.426
24 C -0.31290 -3.04192 -2.11804  -0.242
25 N 0.27765 -1.74464 -1.78973  -0.112
26 H 0.06160 -0.95066 -3.78170  0.124
27 H 0.55769 0.17574 -2.50843  0.104
28 H -1.76438 0.66668 -2.98217  0.125
29 H -2.21803 -1.02576 -2.97988  0.113
30 H -1.84494 0.67596 -0.70826  0.019
31 H -3.24267 -0.53445 0.38849  0.070
32 H -3.93218 -0.58506 -1.23907  0.131
33 H -3.92881 -2.78352 -0.09037  0.081
34 H -3.00404 -2.86488 -1.57360  0.074
35 H 0.28248 -4.16360 -0.37792  0.056
36 H -1.14250 -4.79742 -1.19526  0.089
37 H 0.35231 -3.62053 -2.77007  0.130
38 H -1.22089 -2.86486 -2.69458  0.097
39 H 1.28292 -1.81728 -1.68410  0.080
40 C -0.07201 -1.01984 3.79917  -0.179
41 Si -1.52320 0.06339 3.27131  0.349
42 C -1.76492 1.20521 4.75128  -0.189
43 C -3.02331 -1.06873 3.28512  -0.181
44 C -1.27697 0.90929 1.65886  -0.420
45 Si -2.52459 2.21112 1.30236  0.372
46 C -2.61642 2.78181 -0.50952  -0.184
47 C -4.29274 1.72897 1.73622  -0.186
48 C -2.26181 3.81400 2.24860  -0.176
49 H 0.21915 -0.79300 4.82884  0.030
50 H 0.81636 -0.89008 3.17813  0.006
51 H -0.34816 -2.07624 3.76913  0.017
52 H -2.17128 0.65197 5.60320  0.031
53 H -2.44956 2.02860 4.54526  0.003
54 H -0.81034 1.63802 5.06362  0.027
55 H -2.98005 -1.67674 4.19346  0.035
56 H -3.04151 -1.76012 2.43803  -0.009
57 H -3.96947 -0.52825 3.29594  0.016
58 H -0.32580 1.47287 1.75447  -0.019
59 H -3.32189 2.18963 -1.10125  0.026
60 H -1.64403 2.75954 -1.01065  0.009
61 H -2.96902 3.81581 -0.53850  0.036
62 H -4.58918 0.73105 1.41878  0.011
63 H -4.97085 2.44531 1.26278  0.033
64 H -4.45783 1.78609 2.81484  0.031
65 H -1.47375 4.42999 1.81988  0.004
66 H -2.00101 3.63488 3.29060  0.010
67 H -3.18422 4.40265 2.22991  0.036
68 N 1.55702 -1.27413 0.68167  -0.051
69 C 2.53893 -2.08964 0.62467  -0.315
70 C 3.86148 -1.67029 0.06093  -0.198
71 C 5.03454 -1.86255 0.78586  -0.035
72 C 6.26139 -1.47711 0.26377  -0.076
73 C 6.33607 -0.91393 -1.00322  -0.089
74 C 5.17452 -0.72776 -1.74058  -0.086
75 C 3.94996 -1.10061 -1.20435  -0.065
76 C 2.38662 -3.52137 1.03827  -0.183
77 C 3.19194 -4.51907 0.49628  -0.037
78 C 2.98050 -5.85365 0.82602  -0.082
79 C 1.96970 -6.20160 1.70972  -0.092
80 C 1.16749 -5.20847 2.26302  -0.073
81 C 1.37609 -3.88080 1.92592  -0.065
82 H 4.97997 -2.30849 1.77165  0.122
83 H 7.16112 -1.62360 0.84710  0.102
84 H 7.29360 -0.62048 -1.41271  0.100
85 H 5.21805 -0.28674 -2.72795  0.104
86 H 3.04728 -0.91754 -1.77647  0.096
87 H 3.97752 -4.25629 -0.20207  0.113
88 H 3.61015 -6.61811 0.38933  0.100
89 H 1.80711 -7.23976 1.96877  0.099
90 H 0.38004 -5.46539 2.95966  0.107
91 H 0.75634 -3.10523 2.34483  0.065